{"formula": "C6H6F2O2", "method": "wB97M-V/def2-TZVPD", "orbital_gap_ha": 0.398, "total_energy_ha": -582.341501, "relative_energy_kj_mol": 107.4, "elements": ["C", "C", "C", "C", "C", "C", "H", "H", "H", "H", "H", "H", "O", "O", "F", "F"], "positions_angstrom": [[2.24099, -0.07432, 0.00243], [0.93120, 0.64786, 0.31748], [-0.16371, 0.14199, -0.50648], [-1.56160, 0.28384, -0.01790], [-2.58591, 1.14618, 0.08713], [-0.97603, -0.97603, -0.05796], [2.81246, -1.91346, -0.24721], [1.07693, 1.73080, 0.13250], [0.92906, 0.46179, 1.39962], [0.02180, 0.33146, -1.68569], [-2.30643, 2.13142, -0.15914], [-3.70686, 0.77209, 0.58468], [2.03533, -1.48802, 0.09361], [3.32482, 0.33993, -0.21620], [-0.67688, -1.58692, 1.13653], [-1.39517, -1.94859, -0.86342]], "forces_ev_per_a": [[-0.80, -2.73, 0.17], [2.78, 0.71, 0.47], [0.19, 1.20, -3.31], [-2.66, 2.81, -0.28], [-1.52, -3.46, 1.88], [-0.01, -3.28, 1.58], [0.89, -0.23, -0.18], [0.06, -0.61, 0.26], [-1.00, 0.16, -0.11], [-0.59, -0.78, 2.79], [-0.60, 1.33, -0.13], [3.58, 1.44, -1.78], [-1.03, 2.30, 0.03], [0.70, 0.96, -0.30], [0.19, 0.41, -0.25], [-0.18, -0.24, -0.83]], "mulliken_charge": [0.353, -0.314, -0.311, -0.127, -0.685, 0.896, 0.312, 0.307, 0.264, 0.302, 0.302, 0.213, -0.424, -0.517, -0.275, -0.295]}